(1)
16
Properties=species:S:1:pos:R:3 method="wB97M-V/def2-TZVPD" molar_mass_g_mol=60.1 e_above_lowest_kj_mol=109.96 total_charge=0 smiles=CC.CC e_tot_ha=-159.54309 gap_ev=12.56 homo_ev=-11.454
C 0.771 -1.349 2.297
C 0.001 0.082 2.163
H 1.637 -1.587 2.973
H -0.120 -2.138 2.490
H 1.122 -1.632 1.260
H 0.748 0.907 1.964
H -0.479 0.335 3.111
H -0.662 0.137 1.241
C -0.869 0.263 -1.724
C 0.140 0.998 -2.705
H -1.824 0.546 -2.064
H -0.774 -0.867 -1.567
H -0.832 0.587 -0.660
H 0.670 1.858 -2.163
H -0.452 1.484 -3.446
H 0.923 0.375 -3.169

***

(2)
16
Properties=species:S:1:pos:R:3 method="wB97M-V/def2-TZVPD" molar_mass_g_mol=60.1 e_above_lowest_kj_mol=127.10 total_charge=0 smiles=CC.CC e_tot_ha=-159.53656 gap_ev=12.14 homo_ev=-11.017
C -1.574 -0.887 -0.803
C -2.249 -0.990 0.433
H -0.604 -1.424 -0.836
H -2.188 -1.438 -1.565
H -1.345 0.049 -1.341
H -1.526 -0.661 1.306
H -2.681 -1.949 0.555
H -3.165 -0.390 0.599
C 2.652 0.794 0.399
C 1.204 1.169 -0.003
H 2.808 -0.325 0.652
H 3.217 0.668 -0.534
H 2.966 1.583 1.136
H 0.791 0.626 -0.805
H 0.680 0.883 0.901
H 1.013 2.293 -0.095

***

(3)
16
Properties=species:S:1:pos:R:3 method="wB97M-V/def2-TZVPD" molar_mass_g_mol=60.1 e_above_lowest_kj_mol=80.70 total_charge=+1 s2=0.75 e_tot_ha=-159.13910 gap_ev="11.41 / 3.02" homo_ev="-14.834 / -14.318" spin_multiplicity=2
C -0.201 -2.779 -0.046
C 1.029 -2.151 -0.618
H -1.157 -2.719 -0.581
H -0.094 -3.807 0.292
H -0.386 -1.978 0.792
H 1.785 -1.868 0.140
H 0.827 -1.194 -1.108
H 1.473 -2.990 -1.217
C -0.773 1.834 0.468
C -0.083 3.112 -0.016
H -1.776 1.528 0.171
H -0.203 0.904 0.332
H -0.794 1.863 1.570
H 0.147 3.775 0.816
H 0.934 2.850 -0.268
H -0.727 3.619 -0.727

***

(4)
16
Properties=species:S:1:pos:R:3 method="wB97M-V/def2-TZVPD" molar_mass_g_mol=60.1 e_above_lowest_kj_mol=145.97 total_charge=+1 s2=0.75 e_tot_ha=-159.11424 gap_ev="12.95 / 3.91" homo_ev="-16.039 / -15.466" spin_multiplicity=2
C -0.066 -1.801 -1.423
C 0.823 -2.021 -0.206
H -0.997 -2.501 -1.420
H -0.390 -0.831 -1.486
H 0.381 -2.170 -2.313
H 1.154 -1.021 0.222
H 1.759 -2.466 -0.450
H 0.319 -2.721 0.458
C -0.373 1.384 0.308
C -0.477 2.576 1.253
H -1.289 1.177 -0.157
H 0.517 1.397 -0.275
H -0.033 0.470 0.855
H 0.545 2.914 1.295
H -0.902 2.223 2.316
H -0.970 3.391 1.023

***

(5)
26
Properties=species:S:1:pos:R:3 method="wB97M-V/def2-TZVPD" molar_mass_g_mol=363.6 e_above_lowest_kj_mol=0.00 total_charge=+1 e_tot_ha=-3880.23952 gap_ev=4.32 homo_ev=-13.186
Be 19.536 20.743 -5.628
B 20.085 21.415 -3.493
H 20.976 21.211 -4.169
H 19.541 20.428 -3.380
H 20.365 21.845 -2.494
H 19.330 22.066 -4.065
C 22.204 18.272 -5.029
Cl 20.662 18.008 -4.259
Cl 22.111 19.587 -6.208
H 22.913 18.592 -4.268
H 22.473 17.328 -5.496
C 20.684 19.378 -0.526
Cl 20.254 17.669 -0.420
Cl 22.169 19.615 0.316
H 20.684 19.654 -1.577
H 19.861 19.894 -0.036
C 22.295 24.591 -4.033
Cl 22.190 25.994 -5.174
Cl 22.881 25.189 -2.483
H 21.332 24.119 -3.854
H 23.004 23.879 -4.449
C 17.621 21.972 -0.979
Cl 17.265 20.213 -1.315
Cl 16.512 23.119 -1.821
H 17.481 22.125 0.087
H 18.608 22.257 -1.327

***

(6)
20
Properties=species:S:1:pos:R:3 method="wB97M-V/def2-TZVPD" molar_mass_g_mol=111.2 e_above_lowest_kj_mol=139.64 total_charge=-1 e_tot_ha=-338.49588 gap_ev="3.09 / 3.80" homo_ev="0.274 / -0.129"
C -1.293 -1.841 1.163
Be -0.337 0.035 0.356
N 0.451 1.058 -0.954
H -1.313 0.994 0.746
H 1.021 1.826 -0.569
H -0.980 -1.283 0.160
H -2.393 -1.733 1.261
H -0.820 -1.431 2.094
H -0.978 -2.895 1.000
H 1.100 0.369 -1.353
H -0.089 1.470 -1.731
N 1.809 0.525 1.943
C 2.805 -0.063 2.635
C 2.815 -1.409 2.296
C 1.809 -1.575 1.353
N 1.154 -0.391 1.145
H 1.526 1.511 1.978
H 3.430 0.478 3.330
H 3.451 -2.192 2.715
H 1.522 -2.484 0.842